(1)
The following is a quantum chemistry calculation of 11 unconnected molecules or ions with the total composition C43H64N11O5 in a non-equilibrium geometry, from OMol25.

Atoms and positions in Å:
1 C -2.600 -0.991 -0.432
2 C -1.190 -1.081 0.258
3 C -0.719 -2.547 0.404
4 C 0.546 -2.808 1.067
5 C 1.528 -1.661 0.709
6 C 1.231 -0.755 -0.493
7 N -0.128 -0.371 -0.457
8 O -0.453 0.573 -1.133
9 C 1.533 -1.588 -1.875
10 C 2.241 0.505 -0.378
11 C -1.307 -0.308 1.630
12 H -3.399 -1.553 0.022
13 H -2.561 -1.418 -1.539
14 H -3.188 0.136 -0.519
15 H -0.595 -2.951 -0.626
16 H -1.479 -3.191 1.011
17 H 0.841 -3.672 0.740
18 H 0.417 -2.959 2.247
19 H 2.618 -1.855 0.532
20 H 1.519 -1.194 1.491
21 H 0.879 -2.612 -1.853
22 H 2.587 -1.828 -1.820
23 H 1.165 -1.012 -2.684
24 H 2.055 1.118 -1.225
25 H 3.419 0.307 -0.387
26 H 2.022 0.967 0.571
27 H -1.914 -0.911 2.386
28 H -1.620 0.640 1.516
29 H -0.327 -0.115 2.095
30 N -1.003 3.439 -4.244
31 C -0.656 2.226 -3.854
32 C 0.708 1.718 -4.575
33 C 1.106 2.943 -5.316
34 C 0.040 3.994 -4.994
35 H -1.888 4.075 -4.029
36 H -1.375 1.604 -3.204
37 H 1.343 0.896 -4.567
38 H 1.957 2.957 -6.144
39 H 0.061 5.050 -5.322
40 N 1.972 3.742 0.990
41 C 1.718 3.886 -0.385
42 C 0.307 3.485 -0.591
43 C -0.255 3.121 0.752
44 C 0.946 3.165 1.695
45 H 2.783 4.023 1.256
46 H 2.430 4.497 -1.282
47 H -0.447 3.576 -1.452
48 H -1.444 2.923 1.119
49 H 1.169 2.829 2.709
50 N -5.186 -1.337 -3.836
51 C -5.103 -1.411 -2.458
52 C -5.853 -0.267 -1.835
53 C -6.165 0.514 -3.077
54 C -5.787 -0.268 -4.311
55 H -4.758 -2.042 -4.424
56 H -4.504 -2.305 -2.057
57 H -6.149 -0.009 -0.907
58 H -6.679 1.422 -3.061
59 H -6.045 -0.041 -5.459
60 N 5.712 5.127 2.069
61 C 5.948 5.547 0.845
62 C 5.911 4.334 -0.114
63 C 5.725 3.153 0.876
64 C 5.541 3.702 2.165
65 H 5.790 5.705 2.952
66 H 5.913 6.571 0.430
67 H 5.889 4.435 -1.131
68 H 5.511 2.117 0.617
69 H 5.137 3.275 3.167
70 N -3.861 4.674 -4.188
71 C -3.240 5.520 -3.293
72 C -3.083 4.747 -1.961
73 C -3.555 3.356 -2.316
74 C -4.107 3.398 -3.754
75 H -4.186 4.864 -5.243
76 H -3.095 6.451 -3.440
77 H -2.574 5.250 -1.115
78 H -3.395 2.430 -1.719
79 H -4.605 2.700 -4.420
80 N -2.047 -0.973 4.754
81 C -2.599 -2.320 4.958
82 C -1.357 -3.108 5.179
83 C -0.133 -2.246 5.206
84 C -0.576 -0.937 4.900
85 H -2.565 0.006 4.559
86 H -3.555 -2.464 4.845
87 H -1.343 -4.149 5.461
88 H 0.791 -2.591 5.451
89 H 0.068 0.019 5.055
90 N 2.461 -8.557 -1.623
91 C 2.273 -8.987 -0.283
92 C 2.600 -7.696 0.531
93 C 2.857 -6.595 -0.464
94 C 2.622 -7.212 -1.844
95 H 2.280 -9.120 -2.334
96 H 1.961 -9.940 -0.033
97 H 2.651 -7.545 1.659
98 H 2.971 -5.459 -0.337
99 H 2.666 -6.631 -2.828
100 N -6.651 3.677 1.754
101 C -6.501 2.358 1.548
102 C -5.103 1.926 1.002
103 C -4.482 3.335 0.913
104 C -5.486 4.349 1.404
105 H -7.553 4.168 2.002
106 H -7.455 1.739 1.816
107 H -4.852 1.006 0.875
108 H -3.421 3.870 0.709
109 H -5.289 5.478 1.438
110 C 6.370 -2.716 1.067
111 N 5.447 -2.324 0.132
112 O 5.308 -1.090 0.137
113 O 5.096 -3.117 -0.705
114 H 5.735 -3.380 1.714
115 H 6.876 -1.899 1.609
116 H 7.342 -3.242 0.338
117 C 3.878 -4.361 4.869
118 N 3.084 -4.241 3.616
119 O 1.951 -4.698 3.735
120 O 3.431 -3.475 2.705
121 H 5.036 -4.444 4.658
122 H 3.781 -5.348 5.476
123 H 3.695 -3.696 5.557

## Properties
molecular weight = 815.06 g/mol
total charge = +1
frontier orbital gap = 4.37 eV
E_tot = -72220.1479 eV
HOMO energy = -8.9 eV
E_LUMO = -4.5 eV

Mulliken atomic charge list, values in e, 8 entries:
1 C -1.73
2 C 1.99
3 C -1.13
4 C -0.02
5 C -2.70
6 C 1.89
7 N 0.58
8 O 0.32

(2)
The following is a quantum chemistry calculation of a molecular structure, C43H65ClN2O4P2RuS, from OMol25.

Atoms and positions in Å:
1 Ru -0.124 0.637 -0.140
2 O -0.622 2.011 1.769
3 N -1.575 1.521 2.482
4 C -1.420 1.466 3.814
5 C -2.412 1.015 4.651
6 C -3.619 0.597 4.096
7 C -3.760 0.627 2.731
8 C -2.730 1.071 1.872
9 S -2.817 1.072 0.171
10 H -0.457 1.816 4.154
11 H -2.243 1.003 5.718
12 H -4.429 0.251 4.725
13 H -4.678 0.304 2.261
14 O 1.949 -0.499 1.865
15 P 3.155 -1.367 1.812
16 C 4.733 -0.455 1.526
17 C 4.409 0.833 0.730
18 C 3.813 1.956 1.596
19 C 4.385 1.987 3.025
20 C 5.760 1.326 3.084
21 C 5.675 -0.165 2.725
22 C 3.426 -2.367 3.347
23 C 2.512 -3.596 3.445
24 C 1.026 -3.231 3.541
25 C 0.780 -2.008 4.448
26 C 1.960 -1.804 5.398
27 C 3.234 -1.459 4.606
28 C 2.981 -2.633 0.493
29 C 2.637 -2.040 -0.891
30 C 3.853 -1.781 -1.773
31 C 4.720 -3.033 -1.901
32 C 5.202 -3.497 -0.528
33 C 4.031 -3.759 0.427
34 H 5.259 -1.136 0.856
35 H 3.686 0.625 -0.064
36 H 5.329 1.176 0.246
37 H 2.733 1.828 1.625
38 H 4.005 2.903 1.093
39 H 3.712 1.460 3.711
40 H 4.447 3.018 3.385
41 H 6.194 1.427 4.084
42 H 6.434 1.839 2.390
43 H 5.366 -0.719 3.613
44 H 6.676 -0.525 2.475
45 H 4.460 -2.719 3.289
46 H 2.806 -4.151 4.342
47 H 2.678 -4.271 2.604
48 H 0.494 -4.106 3.926
49 H 0.627 -3.007 2.550
50 H -0.151 -2.128 5.010
51 H 0.668 -1.123 3.818
52 H 2.118 -2.713 5.991
53 H 1.750 -0.997 6.106
54 H 4.106 -1.528 5.263
55 H 3.143 -0.419 4.293
56 H 2.043 -3.071 0.855
57 H 2.058 -1.125 -0.773
58 H 1.986 -2.754 -1.411
59 H 4.457 -0.959 -1.371
60 H 3.507 -1.461 -2.757
61 H 5.581 -2.841 -2.549
62 H 4.131 -3.834 -2.367
63 H 5.875 -2.743 -0.108
64 H 5.786 -4.418 -0.623
65 H 4.425 -3.982 1.424
66 H 3.517 -4.663 0.082
67 C -0.025 3.073 -4.140
68 C -0.487 4.121 -3.106
69 C -1.360 3.313 -2.123
70 O -1.179 1.933 -2.457
71 C -0.936 1.883 -3.857
72 H 1.009 2.793 -3.945
73 H -0.110 3.423 -5.171
74 H -1.073 4.919 -3.573
75 H 0.366 4.564 -2.596
76 H -2.419 3.576 -2.234
77 H -1.078 3.435 -1.082
78 H -1.888 1.981 -4.403
79 H -0.499 0.915 -4.085
80 C -3.231 -2.518 -0.549
81 P -1.861 -2.749 0.580
82 C -1.060 -4.260 0.018
83 C -2.690 -3.163 2.143
84 O -0.874 -1.640 0.788
85 H -3.850 -3.422 -0.574
86 H -2.825 -2.306 -1.539
87 H -3.809 -1.653 -0.226
88 H -1.724 -5.126 0.110
89 H -0.153 -4.420 0.606
90 H -0.787 -4.122 -1.032
91 H -3.534 -3.840 1.985
92 H -3.050 -2.217 2.562
93 H -1.979 -3.609 2.835
94 Cl -3.717 -1.688 -4.154
95 C -2.460 -2.928 -4.187
96 C -2.736 -4.099 -4.858
97 C -1.789 -5.125 -4.959
98 C -0.538 -4.898 -4.358
99 C -0.254 -3.734 -3.684
100 C -1.206 -2.645 -3.519
101 C -0.930 -1.514 -2.789
102 H -3.712 -4.215 -5.317
103 H -2.015 -6.045 -5.483
104 H 0.229 -5.665 -4.429
105 H 0.730 -3.591 -3.243
106 H 0.047 -1.370 -2.339
107 H -1.646 -0.712 -2.678
108 N 1.552 1.233 -0.869
109 C 2.208 2.333 -1.226
110 C 2.007 3.621 -0.600
111 C 2.744 4.737 -0.946
112 C 3.733 4.692 -1.939
113 C 3.954 3.465 -2.576
114 C 3.231 2.332 -2.245
115 H 1.249 3.668 0.177
116 H 2.554 5.680 -0.438
117 H 4.303 5.573 -2.204
118 H 4.710 3.401 -3.355
119 H 3.414 1.390 -2.755

## Properties
2S+1 = 5
molecular weight = 904.54 g/mol
total charge = -2
frontier orbital gap (alpha / beta) = 4.23 / 4.24 eV
E_tot = -101332.6872 eV
HOMO energy (alpha / beta) = -0.3 / -0.3 eV
E_LUMO (alpha / beta) = 4.0 / 4.0 eV

Mulliken atomic charge list, values in e, 8 entries:
1 Ru 2.41
2 O -0.62
3 N 0.11
4 C -0.23
5 C -0.76
6 C -0.17
7 C -0.97
8 C 0.49

(3)
The following is a quantum chemistry calculation of 17 unconnected molecules or ions with the total composition C43H65N18 in a non-equilibrium geometry, from OMol25.

Atoms and positions in Å:
1 C -0.225 4.060 -1.316
2 C 0.405 3.137 -0.132
3 C -0.540 1.844 0.187
4 C -0.174 1.130 1.572
5 N -0.429 0.953 -1.015
6 C -1.630 0.857 -1.851
7 C -1.710 0.025 -3.160
8 C -0.426 -0.731 -3.591
9 C 0.850 -0.635 -2.683
10 C 0.767 0.254 -1.396
11 H 0.664 4.534 -1.887
12 H -0.806 3.459 -2.096
13 H -0.866 4.854 -0.782
14 H 0.609 3.741 0.840
15 H 1.436 2.797 -0.537
16 H -1.628 2.223 0.293
17 H 0.813 0.555 1.577
18 H -0.067 1.978 2.354
19 H -1.033 0.463 1.964
20 H -2.578 1.436 -1.562
21 H -2.681 0.034 -3.764
22 H -0.466 -1.330 -4.565
23 H 1.827 -1.158 -2.957
24 H 1.715 0.352 -0.750
25 C -1.421 -3.074 -0.793
26 C -1.107 -4.500 -0.457
27 N -0.859 -5.626 -0.199
28 H -2.124 -2.671 -0.062
29 H -0.509 -2.475 -0.776
30 H -1.867 -3.016 -1.787
31 C -5.167 2.192 1.947
32 C -4.462 2.463 0.655
33 N -3.903 2.678 -0.367
34 H -4.530 1.589 2.597
35 H -5.397 3.139 2.449
36 H -6.096 1.651 1.758
37 C -3.781 6.619 0.971
38 C -4.536 5.712 1.895
39 N -5.130 4.996 2.624
40 H -3.073 7.223 1.540
41 H -3.233 6.027 0.235
42 H -4.476 7.280 0.450
43 C 1.061 -0.080 5.138
44 C -0.186 -0.672 4.544
45 N -1.190 -1.177 4.087
46 H 0.801 0.763 5.781
47 H 1.588 -0.831 5.732
48 H 1.720 0.271 4.342
49 C -4.195 -2.859 1.745
50 C -3.144 -2.427 2.729
51 N -2.289 -2.079 3.528
52 H -3.719 -3.285 0.860
53 H -4.842 -3.612 2.197
54 H -4.803 -2.002 1.443
55 C -1.830 4.804 4.970
56 C -1.138 5.074 3.666
57 N -0.596 5.287 2.637
58 H -1.190 4.196 5.611
59 H -2.049 5.746 5.475
60 H -2.765 4.271 4.790
61 C 5.041 2.788 -1.639
62 C 4.286 1.882 -0.714
63 N 3.687 1.168 0.015
64 H 5.738 3.405 -1.070
65 H 5.602 2.195 -2.364
66 H 4.343 3.439 -2.169
67 C 2.870 6.369 -0.091
68 C 3.290 6.078 -1.501
69 N 3.620 5.859 -2.627
70 H 1.978 6.999 -0.092
71 H 2.646 5.436 0.430
72 H 3.672 6.888 0.435
73 C 2.657 -3.342 -5.620
74 C 3.316 -2.037 -5.281
75 N 3.836 -1.008 -5.014
76 H 3.297 -3.919 -6.289
77 H 2.484 -3.918 -4.709
78 H 1.701 -3.158 -6.113
79 C 1.427 -8.286 -1.727
80 C 2.117 -8.010 -3.029
81 N 2.660 -7.793 -4.057
82 H 2.068 -8.895 -1.087
83 H 1.207 -7.345 -1.218
84 H 0.493 -8.821 -1.909
85 C -2.358 -9.691 -0.034
86 C -1.949 -9.947 -1.454
87 N -1.632 -10.157 -2.588
88 H -3.245 -9.055 -0.012
89 H -2.584 -10.635 0.463
90 H -1.549 -9.191 0.501
91 C 6.120 -1.201 0.914
92 C 7.573 -0.952 0.635
93 N 8.717 -0.755 0.415
94 H 5.824 -2.169 0.506
95 H 5.942 -1.199 1.990
96 H 5.514 -0.420 0.452
97 C 2.166 -2.819 1.524
98 C 3.258 -2.375 2.450
99 N 4.120 -2.025 3.181
100 H 2.598 -3.291 0.639
101 H 1.519 -3.538 2.030
102 H 1.569 -1.959 1.215
103 C -4.122 -6.385 -2.670
104 C -4.497 -5.147 -1.909
105 N -4.793 -4.171 -1.309
106 H -4.234 -6.210 -3.741
107 H -3.084 -6.650 -2.458
108 H -4.769 -7.212 -2.374
109 C 4.392 1.064 7.614
110 C 3.233 1.087 8.568
111 N 2.321 1.106 9.321
112 H 5.305 0.789 8.145
113 H 4.208 0.337 6.822
114 H 4.525 2.051 7.166
115 C -5.386 -0.160 -2.388
116 C -6.395 -0.241 -1.281
117 N -7.189 -0.306 -0.409
118 H -4.463 0.285 -2.013
119 H -5.171 -1.160 -2.769
120 H -5.774 0.456 -3.201
121 C 2.822 7.740 -5.435
122 C 2.788 9.211 -5.722
123 N 2.760 10.372 -5.946
124 H 1.873 7.283 -5.723
125 H 3.628 7.270 -6.001
126 H 2.990 7.572 -4.370

## Properties
molecular weight = 834.12 g/mol
total charge = +1
frontier orbital gap = 3.14 eV
E_tot = -72444.0138 eV
HOMO energy = -7.6 eV
E_LUMO = -4.5 eV

Mulliken atomic charge list, values in e, 8 entries:
1 C -0.89
2 C 0.33
3 C 0.56
4 C -1.21
5 N 0.97
6 C 0.12
7 C -0.71
8 C -0.38

(4)
The following is a quantum chemistry calculation of a molecular structure, C43H66AuN3O2P2Si in a non-equilibrium geometry, from OMol25.

Atoms and positions in Å:
1 Au -0.210 -0.709 -0.707
2 C 3.437 -1.141 0.650
3 Si 2.106 -0.191 -0.289
4 C 2.764 0.062 -2.051
5 C 4.139 0.241 -2.225
6 C 4.705 0.390 -3.480
7 C 3.897 0.356 -4.606
8 C 2.532 0.184 -4.458
9 C 1.963 0.037 -3.194
10 P 0.156 -0.080 -3.033
11 C -0.600 1.581 -3.397
12 C -0.664 2.092 -4.851
13 C 0.543 2.900 -5.331
14 C 0.947 3.983 -4.332
15 C 1.190 3.363 -2.959
16 C -0.077 2.678 -2.446
17 C -0.711 -1.242 -4.207
18 C -0.032 -1.654 -5.522
19 C 1.098 -2.672 -5.345
20 C 0.587 -3.897 -4.589
21 C 0.015 -3.473 -3.240
22 C -1.151 -2.508 -3.440
23 C 1.894 1.415 0.674
24 C 2.583 2.529 0.180
25 C 2.450 3.783 0.747
26 C 1.581 3.953 1.819
27 C 0.895 2.863 2.326
28 C 1.073 1.577 1.798
29 P -0.026 0.339 2.561
30 C -0.066 0.549 4.411
31 C -1.209 1.442 4.938
32 C -0.821 2.090 6.274
33 C -0.048 1.102 7.144
34 C 1.311 0.756 6.509
35 C 1.303 0.955 4.984
36 C 0.289 -1.488 2.349
37 C 1.387 -2.128 3.214
38 C 1.342 -3.638 2.959
39 C 0.067 -4.249 3.568
40 C -1.026 -3.190 3.764
41 C -1.074 -2.201 2.599
42 H 4.412 -0.743 0.375
43 H 3.442 -2.214 0.447
44 H 3.326 -0.982 1.718
45 H 4.796 0.270 -1.368
46 H 5.774 0.529 -3.580
47 H 4.319 0.464 -5.596
48 H 1.906 0.165 -5.336
49 H -1.640 1.348 -3.116
50 H -1.537 2.749 -4.890
51 H -0.862 1.270 -5.543
52 H 0.285 3.357 -6.287
53 H 1.401 2.253 -5.504
54 H 0.165 4.744 -4.260
55 H 1.856 4.474 -4.679
56 H 1.496 4.127 -2.243
57 H 2.005 2.642 -3.035
58 H -0.854 3.445 -2.357
59 H 0.109 2.259 -1.450
60 H -1.610 -0.666 -4.455
61 H 0.291 -0.782 -6.092
62 H -0.812 -2.136 -6.119
63 H 1.931 -2.245 -4.788
64 H 1.468 -2.964 -6.328
65 H 1.390 -4.620 -4.448
66 H -0.194 -4.387 -5.178
67 H 0.792 -2.977 -2.641
68 H -0.315 -4.345 -2.675
69 H -1.583 -2.229 -2.474
70 H -1.941 -3.000 -4.013
71 H 3.246 2.405 -0.669
72 H 2.992 4.625 0.338
73 H 1.418 4.936 2.241
74 H 0.192 3.013 3.133
75 H -0.263 -0.470 4.757
76 H -2.096 0.820 5.076
77 H -1.485 2.218 4.221
78 H -1.723 2.422 6.790
79 H -0.205 2.976 6.097
80 H -0.649 0.198 7.278
81 H 0.106 1.526 8.136
82 H 1.582 -0.274 6.751
83 H 2.089 1.394 6.933
84 H 2.093 0.353 4.530
85 H 1.516 1.997 4.748
86 H 0.565 -1.636 1.292
87 H 1.222 -1.939 4.275
88 H 2.365 -1.736 2.956
89 H 2.233 -4.118 3.368
90 H 1.359 -3.803 1.877
91 H 0.292 -4.713 4.529
92 H -0.307 -5.037 2.910
93 H -0.873 -2.654 4.703
94 H -1.996 -3.682 3.850
95 H -1.864 -1.467 2.773
96 H -1.346 -2.749 1.692
97 C -1.528 -5.509 0.465
98 N -2.190 -4.203 0.424
99 C -3.523 -4.089 0.658
100 C -4.154 -2.894 0.658
101 C -3.375 -1.734 0.378
102 N -2.073 -1.867 0.102
103 C -1.445 -3.069 0.158
104 O -0.218 -3.120 -0.007
105 N -3.892 -0.513 0.386
106 H -1.866 -6.068 1.334
107 H -0.458 -5.348 0.526
108 H -1.748 -6.077 -0.439
109 H -4.052 -5.008 0.871
110 H -5.210 -2.825 0.865
111 H -4.856 -0.365 0.629
112 H -3.275 0.279 0.209
113 C -2.005 2.676 0.837
114 O -1.912 1.562 -0.067
115 H -2.935 3.228 0.686
116 H -1.157 3.352 0.714
117 H -1.988 2.266 1.844
118 H -1.957 1.907 -0.965

## Properties
molecular weight = 944.02 g/mol
total charge = +2
frontier orbital gap = 4.78 eV
E_tot = -84363.2361 eV
HOMO energy = -12.0 eV
E_LUMO = -7.2 eV

Mulliken atomic charge list, values in e, 8 entries:
1 Au 1.95
2 C -1.55
3 Si -0.05
4 C 1.59
5 C -0.66
6 C -1.15
7 C -1.29
8 C -0.37